DFT (wB97M-V/def2-TZVPD) results for a 2-piece molecular cluster, CH5NO3 overall.

The geometry in XYZ format:
```
10
Properties=species:S:1:pos:R:3:forces:R:3:nbo_charge:R:1
C 0.888469 -1.104459 -0.035257 -0.17 0.07 0.03 -0.259
O -0.556509 -0.834688 0.022107 0.12 0.06 -0.06 -0.646
H -0.738723 0.214471 -0.133098 0.05 -0.14 0.13 0.523
H 1.028903 -2.169407 0.127786 -0.03 0.06 0.00 0.206
H 1.401339 -0.502841 0.712271 -0.05 -0.03 -0.04 0.212
H 1.194545 -0.815103 -1.034924 -0.03 -0.01 0.04 0.227
N -0.573256 1.757029 -0.405308 -0.20 0.36 0.19 0.210
O -0.394226 2.894380 -0.785960 -0.17 -0.59 0.32 -0.402
O -1.327047 1.545171 0.622379 0.40 0.17 -0.56 -0.607
H -0.923495 -0.984552 0.910003 0.08 0.04 -0.05 0.536
```
Forces are in eV/Å.

## Properties
- ΔE to the lowest compared entry with this formula, charge and spin (kcal/mol) = 134.8
- E (eV) = -8745.9788
- E_HOMO (eV) = -8.44